1.
Molecular formula: C24H64O6
Method: DFT, ωB97M-V/def2-TZVPD

Structure (XYZ):
```
94
Properties=species:S:1:pos:R:3
C 1.68943 -4.84394 -2.42724
C 1.04543 -5.97994 -3.11624
C 1.89843 -6.61594 -4.23424
C 2.83043 -7.74394 -3.64224
C 3.33343 -8.66394 -4.78124
C 4.26943 -9.78094 -4.48124
H 2.76543 -5.15294 -1.92424
H 1.19143 -4.30094 -1.81424
H 1.80143 -4.05694 -3.01524
H 0.20543 -5.53394 -3.41724
H 0.77943 -6.70994 -2.31924
H 2.62443 -5.71594 -4.93824
H 1.19043 -7.25794 -4.85424
H 2.26743 -8.12094 -2.88024
H 3.85443 -7.12194 -3.12324
H 3.63643 -8.08294 -5.64324
H 2.57943 -9.17894 -5.16724
H 4.04443 -10.42194 -3.65824
H 5.11143 -9.39694 -4.16424
H 4.38343 -10.71594 -5.30224
C 3.42543 -1.89394 0.13376
C 2.25143 -0.94294 0.01176
C 2.46143 0.39406 0.88976
C 1.29343 1.22306 0.63876
C 1.23243 2.44606 1.55276
C 0.99543 2.29106 3.09276
H 4.44043 -1.51294 -0.15624
H 3.32143 -2.88894 -0.37724
H 3.32843 -2.36194 1.15376
H 1.47243 -1.48694 0.28976
H 2.22243 -0.88694 -1.04224
H 3.44343 0.89106 0.46676
H 2.51543 0.11106 1.98376
H 0.21443 0.60406 0.79576
H 1.28643 1.55506 -0.33924
H 0.39843 3.31506 1.28876
H 2.30943 2.76906 1.50776
H -0.11457 2.18806 3.31676
H 1.28743 3.23706 3.66276
H 1.39443 1.52706 3.44876
C -2.49957 2.87206 0.30776
C -3.59257 3.00406 -0.72624
O -2.85857 2.78406 -1.97524
H -1.84357 3.62506 0.07376
H -2.01857 1.93006 0.25876
H -2.72457 3.07606 1.37076
H -3.95857 4.00806 -0.60824
H -4.32157 2.29906 -0.64524
H -3.48557 2.26406 -2.33224
C -1.34557 -0.26094 -2.12524
C -1.22657 -1.77394 -1.66224
O -2.17057 -2.45694 -2.37224
H -0.43957 0.19006 -1.74524
H -2.20957 0.18306 -1.70924
H -1.24357 -0.13194 -3.25224
H -1.14457 -1.89494 -0.48724
H -0.19857 -2.21794 -1.66124
H -2.30357 -3.42694 -1.90524
C 1.79243 4.26906 -2.85824
C 0.31943 4.23306 -2.27224
O -0.31257 3.04306 -2.74524
H 2.19643 3.23606 -2.49124
H 2.58643 5.04206 -2.51824
H 1.86343 4.01906 -3.95124
H -0.35157 5.00006 -2.69224
H 0.42443 4.38106 -1.08924
H -1.20857 3.07306 -2.37924
C -1.93457 -0.58994 2.79476
C -3.37657 -0.68394 3.12576
O -3.66957 -1.99194 3.24576
H -1.62257 0.34306 2.80576
H -1.62757 -0.93894 1.93576
H -1.27557 -1.08394 3.57876
H -3.93657 -0.15894 2.39176
H -3.28157 -0.31294 4.21576
H -4.68357 -1.94594 3.21476
C -2.28057 4.64406 6.02476
C -2.63957 3.27606 5.33776
O -3.83857 3.39006 4.73776
H -2.97657 4.76806 6.89576
H -2.14957 5.57306 5.41176
H -1.12657 4.64306 6.46476
H -2.34557 2.54506 6.04176
H -1.91957 3.05706 4.45676
H -4.52057 3.40206 5.41676
C 0.03043 6.48706 1.97476
C -1.33257 6.23706 2.53176
O -2.35957 6.23906 1.41876
H 0.24743 5.73406 1.15376
H 0.54543 6.72806 2.63176
H 0.14043 7.24606 1.26276
H -1.70557 6.93706 3.04076
H -1.49657 5.29806 3.13376
H -3.26957 5.60906 1.53376
```

The spin multiplicity is 1. The total charge is 0. The calculation puts the orbital gap at 9.85 eV. The LUMO energy is 0.36 eV. The calculation puts the HOMO energy at -9.490 eV.

Results of the Löwdin charge analysis, in e, for atoms 1 through 8: -0.13 -0.29 -0.21 -0.21 -0.29 -0.12 0.14 -0.02

=====

2.
Molecular formula: C24H65BF4O9V
Method: DFT, ωB97M-V/def2-TZVPD

Structure (XYZ):
```
104
Properties=species:S:1:pos:R:3
V 0.12296 0.40326 2.42288
O -0.45342 0.32686 0.41658
H -0.80843 0.14185 -0.47464
B 1.09492 0.87751 5.66727
F 0.59578 0.46246 4.44595
F 0.66468 0.00099 6.74882
F 2.54158 0.83821 5.64799
F 0.57652 2.18472 5.87503
C 3.70518 1.72051 0.72176
C 3.07881 0.51394 1.40165
C 4.01871 -0.40943 2.15061
O 2.21948 0.98514 2.40018
H 4.12012 2.56295 1.27513
H 2.94310 2.01175 -0.00110
H 4.50358 1.39335 0.05571
H 2.70259 -0.14305 0.61748
H 4.62582 0.22651 2.79489
H 4.69298 -0.98239 1.51407
H 3.38911 -1.14448 2.65200
H 2.67860 1.73228 2.79081
C 0.22139 -2.73261 4.52207
C 0.97584 -2.92790 3.18760
C 0.37518 -4.09027 2.43709
O 0.80665 -1.81205 2.36030
H 0.54947 -3.51573 5.20558
H -0.86328 -2.78161 4.42626
H 0.46741 -1.87067 5.14226
H 2.02723 -3.10520 3.41397
H -0.66938 -3.92379 2.17388
H 0.47691 -5.08668 2.86710
H 0.98054 -4.18510 1.53562
H 0.88683 -2.17375 1.47467
C -1.18089 4.19848 1.34227
C 0.11304 3.51234 1.73294
C 1.24817 4.53263 2.03281
O -0.12447 2.58266 2.69437
H -1.39998 4.98430 2.06517
H -1.96539 3.46011 1.17653
H -0.93797 4.60933 0.36232
H 0.43141 2.83943 0.93674
H 1.50693 5.31548 1.31987
H 2.17170 3.98790 2.22893
H 1.02224 5.10442 2.93288
H -0.37634 3.14803 3.42820
C -5.16911 -3.53193 -3.41000
C -3.83948 -3.16706 -4.03507
C -3.02699 -2.14106 -3.19682
O -3.15592 -4.38678 -4.22545
H -5.54093 -2.66984 -2.85622
H -5.10901 -4.29967 -2.63860
H -5.98358 -3.72391 -4.10848
H -3.99493 -2.74464 -5.02779
H -2.08450 -1.96353 -3.71479
H -2.80749 -2.60416 -2.23481
H -3.63035 -1.23972 -3.08891
H -3.64314 -4.92062 -4.85730
C -3.66873 -1.63310 3.06643
C -2.96593 -0.45748 2.37627
C -3.75269 0.71530 1.77064
O -1.94811 0.16259 3.17251
H -2.97372 -2.31360 3.55834
H -4.40608 -2.09169 2.40756
H -4.21785 -1.19713 3.90099
H -2.50939 -0.97058 1.52988
H -4.35644 1.21052 2.53112
H -4.43531 0.17723 1.11290
H -3.00061 1.30793 1.24979
H -2.38308 0.46576 3.97282
C 2.59562 1.95056 -4.85903
C 3.16692 2.18453 -3.53292
C 4.59089 2.56828 -3.46975
O 2.44516 3.15483 -2.77928
H 1.53032 1.78027 -4.70331
H 2.88893 0.98918 -5.28071
H 2.81230 2.75178 -5.56557
H 3.00945 1.23432 -3.02262
H 4.75271 3.56406 -3.88247
H 5.26529 1.92071 -4.03005
H 4.93496 2.58971 -2.43570
H 1.74939 2.63208 -2.37403
C 1.46096 -1.88548 -2.81211
C 0.66683 -2.48642 -1.61040
C 0.99000 -3.91924 -1.57823
O 0.96933 -1.81423 -0.40243
H 2.53487 -2.06618 -2.85870
H 1.27234 -0.81853 -2.93105
H 1.12088 -2.35619 -3.73455
H -0.41554 -2.35986 -1.63414
H 2.04949 -4.17454 -1.59840
H 0.41423 -4.54475 -2.26038
H 0.62884 -4.24996 -0.60443
H 0.46462 -1.00010 -0.33872
C -1.66815 0.68164 -3.06781
C -1.05048 2.06714 -2.62832
C -1.89586 3.15285 -1.89601
O 0.15357 1.82083 -1.91085
H -1.89691 0.02476 -2.22860
H -0.99785 0.05944 -3.66082
H -2.61045 0.88844 -3.57516
H -0.72567 2.59700 -3.52378
H -1.99878 2.91310 -0.83770
H -2.87017 3.13549 -2.38438
H -1.45940 4.13262 -2.09003
H -0.03147 1.12613 -1.27466
```

As for the expectation value of S²: 3.7525. The spin multiplicity is 4. The total charge is 0. The calculation puts the orbital gap (spin up / spin down) at 8.16 / 10.06 eV. The LUMO energy (spin up / spin down) is 0.25 / 0.25 eV. The calculation puts the HOMO energy (spin up / spin down) at -7.907 / -9.808 eV.

Results of the Löwdin charge analysis, in e, for atoms 1 through 8: 0.96 -0.37 -0.03 -1.14 0.08 0.05 0.07 0.09

=====

Results for ΔE to the lowest compared entry with this formula, charge and spin: 137.4 0.0 (in kcal/mol, following the order of the records).